(1)
Below is a structure of composition C5H9MgO3V at a distorted geometry, with properties calculated with wB97M-V/def2-TZVPD.

Last column: Mulliken charge in e.
Geometry (Å):
1 O -0.335 -1.809 -1.578  -0.70
2 V 0.675 -3.009 -0.538  0.22
3 C -1.529 -0.037 -2.579  -1.05
4 C -0.855 -0.636 -1.571  0.75
5 O -0.580 0.043 -0.372  -0.22
6 C -0.879 1.429 -0.255  -0.56
7 C -0.536 1.838 1.154  -0.47
8 O 0.781 1.374 1.445  -0.29
9 C 1.349 1.950 2.616  -0.74
10 Mg 1.185 -0.588 0.770  0.16
11 H -1.627 1.040 -2.676  0.30
12 H -2.075 -0.675 -3.272  0.25
13 H -1.948 1.607 -0.436  0.41
14 H -0.290 1.999 -0.988  0.39
15 H -1.240 1.402 1.880  0.32
16 H -0.573 2.934 1.236  0.37
17 H 2.278 1.413 2.831  0.26
18 H 1.566 3.012 2.435  0.27
19 H 0.656 1.849 3.464  0.33

The multiplicity is 5. The value obtained for the LUMO energy (spin up / spin down) is 0.009 / 0.002 Ha. For the frontier orbital gap (spin up / spin down), the calculation gives 5.75 / 5.93 eV. Its HOMO energy (spin up / spin down) is -5.49 / -5.88 eV.

***

(2)
Below is a cluster of 2 separate species, CH2NO3S in total at a distorted geometry, with properties calculated with wB97M-V/def2-TZVPD.

Last column: Mulliken charge in e.
Geometry (Å):
1 C 0.037 -0.158 -0.620  0.07
2 N 0.545 0.048 -1.881  -0.82
3 O 3.156 2.313 0.159  -0.47
4 O 2.174 1.088 2.006  -0.49
5 O 0.975 0.816 -0.774  -0.27
6 S 2.833 1.010 0.725  0.69
7 H -1.019 0.231 -0.508  0.16
8 H 0.255 -1.207 -0.061  0.12

The multiplicity is 1. As for the charge: -1. The value obtained for the LUMO energy (spin up / spin down) is 0.134 / 0.134 Ha. For the frontier orbital gap (spin up / spin down), the calculation gives 5.50 / 5.50 eV. The energy relative to the best compared isomer or geometry (same formula, charge and spin) is 117.1 kcal/mol. Its HOMO energy (spin up / spin down) is -1.85 / -1.85 eV.

***

(3)
Below is a cluster of 2 separate species, C38H39N2O2 in total at a distorted geometry, with properties calculated with wB97M-V/def2-TZVPD.

Last column: Mulliken charge in e.
Geometry (Å):
1 C -3.121 5.198 1.053  -1.68
2 C -2.747 3.861 1.622  0.79
3 C -3.547 2.739 1.392  -0.83
4 C -3.177 1.466 1.838  1.27
5 C -4.056 0.297 1.521  -1.92
6 C -1.968 1.335 2.535  -1.48
7 N -1.382 0.036 2.683  0.61
8 C -0.240 -0.355 1.997  -0.03
9 C 0.207 0.401 0.908  -0.92
10 N 0.113 -1.587 2.498  1.01
11 C 1.416 -2.190 2.397  -0.52
12 C 2.288 -2.088 3.491  1.15
13 C 1.927 -1.305 4.714  -1.22
14 C 3.525 -2.731 3.425  -1.07
15 C 3.891 -3.489 2.312  0.63
16 C 5.235 -4.154 2.287  -1.50
17 C 2.990 -3.604 1.249  -1.13
18 C 1.746 -2.965 1.279  0.96
19 C 0.776 -3.138 0.151  -1.17
20 C -0.835 -1.955 3.450  -1.14
21 C -1.758 -0.978 3.536  -0.38
22 C -1.175 2.457 2.839  1.68
23 C 0.134 2.324 3.555  -1.31
24 C -1.594 3.713 2.399  -1.04
25 H -2.238 5.840 0.964  0.38
26 H -3.571 5.083 0.060  0.39
27 H -3.851 5.718 1.688  0.34
28 H -4.469 2.849 0.817  0.42
29 H -3.504 -0.643 1.432  0.35
30 H -4.833 0.167 2.289  0.33
31 H -4.573 0.484 0.570  0.46
32 H 1.089 0.061 0.363  0.85
33 H -0.619 1.092 0.730  -0.26
34 H 2.797 -1.291 5.380  0.44
35 H 1.669 -0.260 4.490  0.06
36 H 1.097 -1.756 5.274  0.34
37 H 4.213 -2.641 4.268  0.38
38 H 5.332 -4.806 1.415  0.36
39 H 6.044 -3.412 2.253  0.32
40 H 5.392 -4.756 3.191  0.36
41 H 3.254 -4.214 0.382  0.30
42 H 1.190 -3.866 -0.556  0.41
43 H -0.193 -3.522 0.498  0.29
44 H 0.597 -2.202 -0.396  0.07
45 H -0.763 -2.888 3.982  0.64
46 H -2.635 -0.908 4.159  0.63
47 H 0.488 3.329 3.817  0.49
48 H 0.054 1.742 4.485  0.29
49 H 0.905 1.867 2.918  0.21
50 H -0.985 4.589 2.636  0.42
51 C -2.126 -3.951 -6.924  -0.83
52 O -2.605 -3.549 -5.620  -0.42
53 C -2.044 -2.456 -5.039  0.82
54 C -2.434 -2.166 -3.708  -0.88
55 C -1.808 -1.153 -3.013  -0.39
56 C -0.805 -0.349 -3.620  0.14
57 C -0.090 0.654 -2.862  0.85
58 O 1.032 1.124 -3.477  -0.43
59 C 1.735 2.159 -2.876  0.39
60 C 1.519 2.472 -1.522  0.39
61 C 2.184 3.624 -1.029  -0.79
62 C 2.847 4.484 -1.893  -0.70
63 C 2.983 4.166 -3.251  -0.37
64 C 2.488 2.960 -3.732  -0.78
65 C 0.442 1.829 -0.785  0.31
66 C -0.462 1.103 -1.612  -0.11
67 C -0.487 -0.598 -4.973  -0.75
68 C -1.081 -1.631 -5.676  -0.47
69 H -2.702 -4.848 -7.145  0.25
70 H -2.326 -3.175 -7.675  0.34
71 H -1.052 -4.182 -6.901  0.36
72 H -3.207 -2.777 -3.248  0.44
73 H -2.075 -0.966 -1.974  0.35
74 H 2.118 3.837 0.041  0.48
75 H 3.265 5.420 -1.518  0.40
76 H 3.482 4.856 -3.932  0.40
77 H 2.617 2.661 -4.771  0.48
78 H 0.032 2.549 -0.066  0.25
79 H -1.423 0.761 -1.234  0.47
80 H 0.241 0.020 -5.494  0.43
81 H -0.793 -1.821 -6.712  0.38

The multiplicity is 1. As for the charge: +1. The value obtained for the LUMO energy is -0.154 Ha. For the frontier orbital gap, the calculation gives 5.00 eV. The energy relative to the best compared isomer or geometry (same formula, charge and spin) is 33.6 kcal/mol. Its HOMO energy is -9.20 eV.

***

(4)
Below is a structure of composition C28H28F10N10STi at a distorted geometry, with properties calculated with wB97M-V/def2-TZVPD.

Last column: Mulliken charge in e.
Geometry (Å):
1 Ti -0.053 0.261 -0.236  -0.75
2 C -2.473 -1.251 -1.583  -1.34
3 N -2.281 -0.467 -0.346  0.62
4 C -3.143 0.735 -0.365  -0.67
5 C -2.374 1.940 -0.994  -1.15
6 N -1.124 1.432 -1.517  0.52
7 C -0.850 1.387 -2.846  -0.12
8 C -0.027 0.345 -3.282  0.51
9 F 0.352 -0.547 -2.302  0.57
10 C 0.378 0.130 -4.576  -0.35
11 F 1.166 -0.897 -4.886  -0.30
12 C -0.067 0.995 -5.555  0.50
13 F 0.296 0.825 -6.829  -0.32
14 C -0.898 2.039 -5.191  0.20
15 F -1.329 2.883 -6.128  -0.31
16 C -1.272 2.239 -3.874  0.12
17 F -2.023 3.317 -3.595  -0.36
18 C -2.515 -1.336 0.815  -1.22
19 C -1.311 -2.216 1.065  -1.04
20 N -0.108 -1.379 1.112  0.97
21 C 0.879 -1.732 1.992  -0.16
22 C 0.957 -2.842 2.855  0.49
23 F 0.026 -3.824 2.849  -0.47
24 C 2.009 -3.053 3.734  0.06
25 F 1.978 -4.130 4.529  -0.42
26 C 3.088 -2.205 3.795  0.93
27 F 4.097 -2.425 4.645  -0.38
28 C 3.093 -1.128 2.932  0.15
29 F 4.128 -0.286 2.914  -0.40
30 C 2.030 -0.927 2.085  -0.34
31 F 2.119 0.109 1.229  -0.12
32 H -3.423 -1.795 -1.545  0.34
33 H -1.665 -1.970 -1.713  0.20
34 H -2.490 -0.591 -2.445  0.43
35 H -3.440 0.970 0.656  0.40
36 H -4.056 0.526 -0.929  0.45
37 H -2.181 2.687 -0.222  0.20
38 H -2.989 2.413 -1.754  0.64
39 H -3.411 -1.955 0.678  0.42
40 H -2.677 -0.707 1.691  0.26
41 H -1.221 -2.983 0.286  0.22
42 H -1.498 -2.734 2.000  0.64
43 N -0.547 2.733 3.076  0.10
44 C -0.894 1.573 2.556  -0.53
45 N -0.319 1.450 1.376  1.35
46 C 0.427 2.616 1.231  0.10
47 N 0.295 3.428 2.268  -0.89
48 C 1.296 2.735 0.098  0.01
49 C 2.071 3.859 -0.172  -0.66
50 N 2.946 3.926 -1.155  -0.70
51 C 3.077 2.774 -1.897  -0.79
52 C 2.334 1.659 -1.679  -0.76
53 N 1.380 1.592 -0.705  1.04
54 H -0.818 3.126 3.959  0.20
55 H -1.530 0.852 3.042  0.50
56 H 1.960 4.735 0.462  0.45
57 H 3.822 2.788 -2.682  0.40
58 H 2.494 0.766 -2.270  0.57
59 C 3.216 -5.273 1.631  -1.46
60 N 2.739 -4.724 0.366  0.18
61 C 1.558 -5.398 -0.145  -0.98
62 C 3.125 -3.506 -0.107  0.21
63 S 2.117 -2.547 -1.052  -0.33
64 N 4.387 -3.106 0.236  0.46
65 C 4.803 -1.727 0.026  -0.89
66 C 5.512 -4.040 0.209  -1.23
67 H 3.781 -6.197 1.488  0.38
68 H 2.353 -5.503 2.259  0.46
69 H 3.835 -4.553 2.156  0.39
70 H 1.766 -6.469 -0.209  0.35
71 H 1.311 -5.016 -1.129  0.39
72 H 0.703 -5.246 0.521  0.24
73 H 3.974 -1.047 0.188  0.03
74 H 5.172 -1.576 -0.993  0.34
75 H 5.602 -1.499 0.734  0.36
76 H 6.051 -4.049 1.159  0.31
77 H 6.209 -3.730 -0.574  0.39
78 H 5.179 -5.045 -0.022  0.41

The multiplicity is 3. The value obtained for the LUMO energy (spin up / spin down) is -0.001 / -0.002 Ha. For the frontier orbital gap (spin up / spin down), the calculation gives 5.49 / 7.58 eV. The energy relative to the best compared isomer or geometry (same formula, charge and spin) is 18.4 kcal/mol. Its HOMO energy (spin up / spin down) is -5.53 / -7.63 eV.

***

(5)
Below is an isolated molecule of C7H14O at a distorted geometry, with properties calculated with wB97M-V/def2-TZVPD.

Last column: Mulliken charge in e.
Geometry (Å):
1 C -0.037 1.511 -2.393  -0.39
2 O 0.043 2.932 -2.302  -0.50
3 C 0.011 0.965 -0.854  -0.86
4 C -0.324 -0.501 -0.618  -1.08
5 C -0.280 -0.910 0.769  0.64
6 C 0.836 -1.609 1.211  -0.36
7 C 1.199 -2.217 2.500  -1.05
8 C -1.453 -0.598 1.726  -1.27
9 H 0.754 1.053 -2.930  0.31
10 H -1.145 1.581 -2.720  0.27
11 H 0.698 3.274 -1.801  0.27
12 H -0.604 1.601 -0.328  0.49
13 H 0.973 1.097 -0.350  0.45
14 H -1.186 -0.539 -1.179  0.53
15 H 0.189 -1.210 -1.264  0.45
16 H 1.655 -1.591 0.564  0.35
17 H 0.900 -1.368 3.354  0.27
18 H 0.765 -3.341 2.574  0.23
19 H 2.330 -2.495 2.566  0.30
20 H -1.622 0.491 2.005  0.29
21 H -2.429 -0.813 1.182  0.28
22 H -1.333 -1.040 2.698  0.39

Its structure (SMILES) is C/C=C(\C)CCCO. The multiplicity is 1. The value obtained for the LUMO energy is 0.034 Ha. For the frontier orbital gap, the calculation gives 9.46 eV. The energy relative to the best compared isomer or geometry (same formula, charge and spin) is 81.5 kcal/mol. Its HOMO energy is -8.54 eV.

***

(6)
Below is a structure of composition C10H16N4PdSe6 at a distorted geometry, with properties calculated with wB97M-V/def2-TZVPD.

Last column: Mulliken charge in e.
Geometry (Å):
1 Pd 0.590 -0.366 2.855  0.21
2 Se -1.759 -0.967 3.071  -0.24
3 Se -0.232 -2.546 3.474  -0.27
4 Se 2.909 -1.034 3.254  -0.20
5 Se 2.438 1.066 3.857  -0.19
6 C -2.738 2.436 3.317  -0.80
7 N -2.791 2.161 1.910  0.30
8 C -3.903 2.056 1.124  -0.41
9 C -3.482 1.832 -0.147  -0.37
10 N -2.118 1.795 -0.128  0.31
11 C -1.241 1.607 -1.245  -0.43
12 C -1.698 1.986 1.138  -0.48
13 Se 0.059 2.060 1.707  -0.14
14 H -3.737 2.354 3.737  0.29
15 H -2.328 3.435 3.485  0.30
16 H -2.084 1.703 3.806  0.32
17 H -4.899 2.149 1.508  0.45
18 H -4.047 1.706 -1.048  0.44
19 H -1.827 1.276 -2.100  0.34
20 H -0.495 0.851 -0.983  -0.12
21 H -0.728 2.544 -1.479  0.30
22 C -0.144 -2.214 -2.790  -0.78
23 N 1.251 -2.007 -2.538  0.25
24 C 2.286 -2.194 -3.413  -0.37
25 C 3.430 -1.894 -2.754  -0.40
26 N 3.094 -1.525 -1.480  0.26
27 C 3.987 -1.126 -0.429  -0.80
28 C 1.753 -1.597 -1.350  -0.31
29 Se 0.744 -1.239 0.132  -0.02
30 H -0.265 -2.812 -3.689  0.33
31 H -0.657 -1.258 -2.909  0.21
32 H -0.588 -2.726 -1.935  0.33
33 H 2.127 -2.522 -4.419  0.43
34 H 4.446 -1.921 -3.088  0.39
35 H 5.016 -1.207 -0.771  0.28
36 H 3.849 -1.766 0.448  0.26
37 H 3.781 -0.097 -0.125  0.34

The multiplicity is 1. The value obtained for the LUMO energy is -0.047 Ha. For the frontier orbital gap, the calculation gives 5.27 eV. The energy relative to the best compared isomer or geometry (same formula, charge and spin) is 25.1 kcal/mol. Its HOMO energy is -6.55 eV.

***

| no. | energy (Ha) |
| --- | --- |
| 1 | -1565.57343 |
| 2 | -717.85478 |
| 3 | -1731.10519 |
| 4 | -3877.61611 |
| 5 | -350.22951 |
| 6 | -15146.17500 |